The following is a DFT calculation (ωB97M-V/def2-TZVPD) of the molecule C17H21NO5 at a distorted geometry.

Values from the calculation:
F_max   3.32 eV/Å
Lowest unoccupied orbital energy   0.71 eV
SMILES   C#CCOC(=O)N(COC(C)=O)C[C@@H](C)OCc1ccccc1
Energy above the lowest of the compared OMol25 structures with the same formula, charge and spin   193.2 kcal/mol
Frontier orbital gap   9.73 eV
E   -1091.09979 hartree
HOMO   -9.02 eV

The geometry in XYZ format:
```
44
Properties=species:S:1:pos:R:3:forces:R:3:mulliken_charge:R:1
C 0.9839 1.4755 2.6280 -0.2135 -0.1419 -0.8626 0.00
C 0.7264 1.7038 1.4497 -0.5967 -1.6657 0.2378 -0.59
C 0.1919 1.5534 -0.0273 -0.1275 1.1522 1.2925 0.80
O 1.2350 1.3567 -1.0121 0.1713 -1.2759 1.0179 -0.26
C 1.4812 -0.0082 -1.2862 -0.5078 -1.1092 -2.6472 -0.03
O 1.1679 -0.4084 -2.4012 0.4073 0.9783 2.2197 -0.54
N 2.1210 -0.9564 -0.3830 -0.1636 2.3269 -0.1495 0.32
C 3.2544 -0.3420 0.3740 0.5611 -1.7847 1.7210 -0.54
O 4.0598 0.5363 -0.4250 -1.4746 1.1674 0.9784 -0.39
C 4.0872 1.8541 0.0694 0.3390 2.3079 -0.0138 0.79
C 3.9589 3.0047 -1.0325 0.5887 -1.2395 -0.5520 -0.87
O 4.2361 2.1816 1.2295 -0.4276 -1.5097 -1.6144 -0.50
C 1.1595 -1.6435 0.5151 -0.4178 -0.7804 0.8870 -0.53
C 0.0696 -2.5372 -0.2353 0.9109 -1.2702 0.2231 0.38
C 0.3303 -4.0851 0.1481 -0.5745 0.0249 -1.1258 -1.38
O -1.2627 -2.1194 0.1705 0.4778 -0.2485 -1.3591 -0.35
C -1.9761 -1.5241 -0.9347 -0.1591 1.8474 0.3214 -0.12
C -3.0080 -0.4490 -0.3626 -1.3235 1.5477 -0.0077 0.27
C -3.2241 0.7652 -1.2406 -1.3717 -0.0477 2.3716 -0.31
C -4.1269 1.8846 -0.8293 0.5280 -2.5301 1.9137 -0.49
C -4.8314 1.7935 0.4988 1.9442 -2.4302 -1.1444 -0.42
C -4.6395 0.5559 1.3561 1.0308 0.6791 -2.2508 -0.38
C -3.7282 -0.5790 0.9419 -0.3976 2.6649 -1.8437 -0.48
H 1.2121 1.1452 3.6783 -0.3090 0.9095 -1.8050 0.35
H -0.3482 2.5268 -0.2716 0.8426 -1.3256 0.0581 0.35
H -0.5595 0.7195 -0.1461 0.7356 0.8886 0.7017 -0.53
H 3.9313 -1.2120 0.6802 -0.9621 1.0384 -0.4571 0.32
H 2.8673 0.1038 1.3377 0.6805 0.1418 -1.1807 0.35
H 4.0762 2.5362 -2.0666 -0.4155 0.7293 1.3333 0.29
H 4.7854 3.7685 -0.9103 -1.0114 -0.9794 0.1645 0.36
H 2.9551 3.5089 -0.9252 1.1281 -0.7087 -0.0923 0.15
H 0.6075 -0.9558 1.2340 0.6455 -0.5659 -0.9218 0.10
H 1.7807 -2.3361 1.1780 -0.6969 0.9741 -0.9225 0.45
H 0.1694 -2.5082 -1.3718 0.0124 0.4283 1.5874 0.33
H 0.0992 -4.6976 -0.7877 0.2129 0.6454 1.3107 0.30
H -0.3601 -4.4558 0.9598 0.8813 0.6029 -0.6948 0.29
H 1.4158 -4.2836 0.3869 -1.2504 0.3095 -0.1184 0.39
H -2.4589 -2.2716 -1.6340 0.4247 0.5876 0.9667 0.35
H -1.2307 -0.9061 -1.5461 -1.0499 -0.9189 0.5399 0.11
H -2.6911 0.8375 -2.2347 -0.6186 -0.1663 1.3362 0.31
H -4.2404 2.7788 -1.5067 0.0738 -1.1545 0.9595 0.33
H -5.4886 2.6501 0.8236 0.8111 -1.2649 -0.2727 0.33
H -5.2173 0.5355 2.3275 0.9141 -0.1947 -1.2636 0.31
H -3.5717 -1.4967 1.5833 -0.2523 1.3603 -0.8422 0.34
```
Positions in Å, forces in eV/Å.

=====

The following is a DFT calculation (ωB97M-V/def2-TZVPD) of a cluster of 2 separate species, C2H7O2 in total at a distorted geometry.

Values from the calculation:
F_max   2.33 eV/Å
Lowest unoccupied orbital energy (alpha / beta)   0.87 / -2.25 eV
Energy above the lowest of the compared OMol25 structures with the same formula, charge and spin   23.0 kcal/mol
Expectation value of S²   0.755
Frontier orbital gap (alpha / beta)   11.95 / 8.51 eV
2S+1   2
E   -230.76763 hartree
HOMO (alpha / beta)   -11.09 / -10.77 eV

The geometry in XYZ format:
```
11
Properties=species:S:1:pos:R:3:forces:R:3:mulliken_charge:R:1
C -0.0980 0.1771 -0.3819 -0.8390 1.3831 0.8910 -0.12
O -0.1376 -0.8830 0.4680 -0.1061 0.4647 -0.2570 -0.48
C -1.3933 1.0529 0.0283 0.9329 -0.6561 1.2184 -0.91
H 0.7350 0.8928 -0.2334 0.0523 -0.6902 0.0293 0.27
H -0.1908 -0.0905 -1.4163 -0.0425 -0.3278 -0.6526 0.29
H -2.1568 1.0272 -0.7369 0.1104 0.4758 -0.1416 0.28
H -1.8193 0.6581 0.9511 -0.1658 -0.5486 -0.1677 0.31
H -1.0056 1.9954 0.4300 -0.3658 0.2502 -1.0024 0.28
H 1.3117 -1.6975 0.2213 0.3416 -1.7184 -0.3605 0.41
H 2.4981 -1.1296 0.5159 1.3603 -0.5180 -0.0537 0.30
O 2.2566 -2.0029 0.1540 -1.2783 1.8854 0.4968 -0.62
```
Positions in Å, forces in eV/Å.

=====

The following is a DFT calculation (ωB97M-V/def2-TZVPD) of the molecule C5H6O.

Values from the calculation:
F_max   0.74 eV/Å
Lowest unoccupied orbital energy   0.48 eV
SMILES   C=C=C(C)C=O
Energy above the lowest of the compared OMol25 structures with the same formula, charge and spin   49.8 kcal/mol
Frontier orbital gap   10.08 eV
E   -269.26687 hartree
HOMO   -9.60 eV

The geometry in XYZ format:
```
12
Properties=species:S:1:pos:R:3:forces:R:3:mulliken_charge:R:1
C 0.2430 2.0133 -0.9101 -0.3168 -0.2410 -0.1660 -0.57
C 0.2436 1.0291 -0.0585 0.2785 -0.2018 -0.4894 0.25
C 0.0001 -0.2223 0.2778 -0.1481 0.4297 -0.2333 0.24
C 0.7949 -1.1264 1.2007 -0.2080 0.2077 -0.0932 -1.12
C -1.2295 -0.6536 -0.4960 -0.1603 0.0103 -0.0002 -0.07
O -1.8395 0.0421 -1.2783 0.2664 -0.5836 0.3725 -0.46
H -0.4502 2.8557 -0.9136 0.5807 0.0111 0.3825 0.27
H 0.8123 1.7930 -1.8183 -0.1072 0.3955 0.1627 0.23
H 0.6108 -2.1879 0.9709 -0.0294 0.3864 0.0975 0.35
H 0.5351 -0.9350 2.2494 0.1008 -0.1888 -0.1880 0.28
H 1.8688 -0.9317 1.0639 -0.3777 -0.0901 0.1135 0.29
H -1.5893 -1.6764 -0.2880 0.1211 -0.1354 0.0416 0.33
```
Positions in Å, forces in eV/Å.

=====

The following is a DFT calculation (ωB97M-V/def2-TZVPD) of a structure of composition C12H18NO at a distorted geometry.

Values from the calculation:
F_max   4.51 eV/Å
Lowest unoccupied orbital energy   -3.69 eV
Energy above the lowest of the compared OMol25 structures with the same formula, charge and spin   58.1 kcal/mol
Frontier orbital gap   9.05 eV
E   -597.70139 hartree
HOMO   -12.74 eV
Net charge   +1

The geometry in XYZ format:
```
32
Properties=species:S:1:pos:R:3:forces:R:3:mulliken_charge:R:1
C 3.1634 0.9609 -1.2308 0.3191 0.2291 -0.1321 -0.66
O 1.8461 1.2966 -0.7363 -0.7491 -1.9275 -0.2202 -0.39
C 1.0380 0.1941 -0.6321 1.2346 -0.1398 -2.4012 -0.23
C -0.4025 0.4631 -1.0338 0.0802 0.5831 1.1682 0.31
C -1.3309 -0.5845 -1.2465 0.4441 0.1735 0.6110 -0.48
C -2.6803 -0.2902 -1.4464 0.8146 -0.3704 -0.1763 -0.48
C -3.1421 1.0278 -1.5212 0.5145 -0.2270 0.8571 0.90
C -4.6162 1.2617 -1.6135 0.0616 0.1556 -0.1847 -1.39
C -2.2162 2.0667 -1.3498 0.7400 -0.0598 -0.0397 -0.61
C -0.8527 1.8119 -1.1090 -0.3721 -0.4855 0.3234 -0.49
H 3.6312 1.9364 -1.3637 0.2307 -0.3041 0.0407 0.28
H 3.7310 0.3310 -0.5198 -0.2901 0.3555 -0.1474 0.32
H 3.1140 0.4364 -2.2011 -0.1808 0.2797 0.4251 0.31
H 1.4426 -0.7688 -0.9625 -0.1310 0.5497 -0.8334 0.48
H -0.9737 -1.6232 -1.1494 -0.3644 0.5005 -0.1799 0.36
H -3.3812 -1.1165 -1.5252 0.0451 0.1379 -0.0847 0.41
H -4.8219 2.3304 -1.6351 -0.1910 -0.0695 -0.1479 0.35
H -4.9801 0.7733 -2.5197 -0.2177 0.2045 0.0335 0.36
H -5.1529 0.8250 -0.7620 0.2249 0.0444 -0.1452 0.33
H -2.5596 3.1011 -1.3622 0.0709 -0.2525 -0.0529 0.30
H -0.1515 2.6386 -0.9062 -0.5032 -0.5386 -0.2408 0.39
C 1.7864 -2.5305 4.0029 -0.0076 0.4436 -0.3140 -0.76
C 2.2547 -1.6686 3.0906 -0.2342 0.0202 0.3274 -0.02
C 1.7038 -1.6530 1.6881 0.4740 -1.8155 -0.8527 -0.35
N 1.5064 -0.3500 1.0907 -4.0881 1.8521 -0.4701 -0.29
H 2.1221 -2.5790 5.0501 0.0156 0.0458 -0.7530 0.27
H 0.9860 -3.2218 3.7028 0.3350 0.2878 0.2961 0.22
H 3.0545 -0.9483 3.2722 -0.1148 -0.2450 0.3049 0.25
H 2.3898 -2.1265 0.9686 0.1275 -0.4723 0.4901 0.31
H 0.7915 -2.2700 1.6959 0.1214 0.5585 -0.3052 0.29
H 2.2383 0.3345 1.2530 -0.6939 0.3075 0.4489 0.32
H 0.4619 -0.0589 1.0117 2.2840 0.1787 2.3552 0.38
```
Positions in Å, forces in eV/Å.

=====

The following is a DFT calculation (ωB97M-V/def2-TZVPD) of a structure of composition C14H16Cl5N2O3Pd.

Values from the calculation:
F_max   0.12 eV/Å
Lowest unoccupied orbital energy   -3.25 eV
Energy above the lowest of the compared OMol25 structures with the same formula, charge and spin   0.2 kcal/mol
Frontier orbital gap   8.30 eV
E   -3306.93058 hartree
HOMO   -11.55 eV
Net charge   +1

The geometry in XYZ format:
```
41
Properties=species:S:1:pos:R:3:forces:R:3:mulliken_charge:R:1
Pd -0.6844 -1.3167 -0.3813 -0.0434 -0.0410 0.0521 0.26
C -3.4323 2.9226 1.8348 -0.0085 0.0015 -0.0044 -0.97
N -3.3189 1.8363 0.8660 0.0090 0.0005 0.0095 0.09
C -4.3757 1.6450 -0.1295 0.0010 0.0080 -0.0056 -0.86
C -2.2713 1.0209 0.8184 0.0450 -0.0016 0.0105 0.78
O -2.2252 0.1112 -0.0259 -0.0191 -0.0315 -0.0277 -0.63
C -1.1663 1.2309 1.8492 -0.0065 0.0042 0.0165 -0.95
O -0.0773 0.3590 1.6627 0.0140 0.0119 0.0137 -0.36
C 1.1372 0.9380 1.2553 -0.0072 0.0187 -0.0012 -1.35
C 1.3161 0.8999 -0.2604 0.0355 0.0123 0.0478 1.25
O 0.5531 0.2146 -0.9683 -0.0467 0.0421 -0.0982 -0.85
N 2.2975 1.6003 -0.8108 -0.0078 -0.0052 -0.0027 0.17
C 2.5019 1.5818 -2.2581 0.0026 -0.0047 0.0041 -1.02
C 3.2416 2.4250 -0.0672 -0.0067 0.0086 0.0039 -1.05
H -4.4785 3.1998 1.9212 -0.0018 -0.0042 0.0046 0.36
H -2.8675 3.8027 1.5216 -0.0016 0.0008 -0.0035 0.33
H -3.0965 2.6110 2.8218 0.0033 0.0026 -0.0036 0.35
H -5.0857 2.4613 -0.0423 0.0009 0.0013 0.0000 0.34
H -4.8877 0.6977 0.0342 -0.0010 0.0004 0.0014 0.30
H -3.9525 1.6380 -1.1318 0.0012 -0.0009 0.0007 0.29
H -1.5869 1.0275 2.8379 0.0029 0.0057 0.0020 0.41
H -0.8486 2.2776 1.8390 -0.0026 0.0037 -0.0111 0.49
H 1.9441 0.3574 1.7091 -0.0102 -0.0105 0.0020 0.45
H 1.2139 1.9657 1.6167 -0.0042 -0.0100 0.0147 0.56
H 1.8448 0.8502 -2.7122 -0.0033 -0.0006 0.0003 0.27
H 3.5388 1.3215 -2.4674 -0.0005 -0.0015 -0.0019 0.35
H 2.2946 2.5701 -2.6702 0.0015 0.0006 0.0012 0.37
H 3.1595 2.2758 1.0034 0.0063 -0.0076 -0.0030 0.38
H 3.0837 3.4799 -0.2957 0.0007 0.0015 0.0021 0.34
H 4.2539 2.1540 -0.3651 -0.0013 0.0003 -0.0024 0.35
Cl 2.9876 -1.7473 -1.0928 0.0007 -0.0047 -0.0047 -0.20
C 1.8622 -3.0524 -0.9543 -0.0103 -0.0369 0.0070 0.83
C 0.5281 -2.8150 -0.6862 0.0329 0.0191 0.0004 -0.87
C -0.2847 -3.9074 -0.5264 0.0176 -0.0056 -0.0028 1.51
Cl -1.9193 -3.3724 -0.1120 0.0099 0.0276 -0.0211 -0.16
C 0.0972 -5.2243 -0.6391 -0.0152 -0.0039 0.0025 -0.61
Cl -1.0305 -6.4877 -0.4150 0.0018 -0.0020 0.0005 -0.16
C 1.4423 -5.4512 -0.9406 0.0009 -0.0088 0.0003 0.79
Cl 2.0036 -7.0592 -1.1118 0.0000 0.0026 0.0011 -0.16
C 2.3184 -4.3710 -1.0896 0.0102 0.0112 -0.0055 -0.28
Cl 3.9698 -4.6710 -1.4371 -0.0002 -0.0042 0.0006 -0.15
```
Positions in Å, forces in eV/Å.

=====

The following is a DFT calculation (ωB97M-V/def2-TZVPD) of the molecule C2H6N2O2S at a distorted geometry.

Values from the calculation:
F_max   10.84 eV/Å
Lowest unoccupied orbital energy (alpha / beta)   0.73 / -2.45 eV
Energy above the lowest of the compared OMol25 structures with the same formula, charge and spin   97.7 kcal/mol
Expectation value of S²   2.006
Frontier orbital gap (alpha / beta)   5.65 / 7.84 eV
2S+1   3
E   -737.74090 hartree
HOMO (alpha / beta)   -4.92 / -10.29 eV

The geometry in XYZ format:
```
13
Properties=species:S:1:pos:R:3:forces:R:3:mulliken_charge:R:1
C 0.3138 0.8833 1.4170 6.5104 -2.7277 -8.2261 -0.15
C 0.0835 -1.6326 -1.2565 -4.3795 0.9022 -2.3979 -0.97
N 0.0715 1.3218 2.5701 -1.6583 2.5357 8.9281 -0.52
N -0.6490 0.4671 0.5861 3.2822 -0.6328 -3.2546 -0.22
O -1.4972 0.5260 -1.6989 1.2138 -0.7408 -0.2256 -0.63
O 1.0054 0.7801 -1.4292 -0.0858 0.2539 0.3188 -0.58
S -0.2325 0.1569 -1.0986 -2.5672 0.0172 0.8378 1.18
H 1.2869 1.1162 0.8639 -1.1286 -0.4662 0.9669 0.29
H 1.0458 -1.8681 -1.2632 4.4359 -0.2402 -0.4032 0.42
H -0.2723 -2.1374 -0.4316 -1.3673 -0.8478 1.9341 0.36
H -0.4333 -2.0931 -2.1897 0.7616 1.3136 1.5156 0.29
H 0.7854 1.9366 2.9661 -0.8001 0.5775 -0.3879 0.29
H -1.5080 0.5431 0.9645 -4.2172 0.0554 0.3941 0.23
```
Positions in Å, forces in eV/Å.

=====

What did the third record say?
The following is a DFT calculation (ωB97M-V/def2-TZVPD) of the molecule C5H6O.

Values from the calculation:
F_max   0.74 eV/Å
Lowest unoccupied orbital energy   0.48 eV
SMILES   C=C=C(C)C=O
Energy above the lowest of the compared OMol25 structures with the same formula, charge and spin   49.8 kcal/mol
Frontier orbital gap   10.08 eV
E   -269.26687 hartree
HOMO   -9.60 eV

The geometry in XYZ format:
```
12
Properties=species:S:1:pos:R:3:forces:R:3:mulliken_charge:R:1
C 0.2430 2.0133 -0.9101 -0.3168 -0.2410 -0.1660 -0.57
C 0.2436 1.0291 -0.0585 0.2785 -0.2018 -0.4894 0.25
C 0.0001 -0.2223 0.2778 -0.1481 0.4297 -0.2333 0.24
C 0.7949 -1.1264 1.2007 -0.2080 0.2077 -0.0932 -1.12
C -1.2295 -0.6536 -0.4960 -0.1603 0.0103 -0.0002 -0.07
O -1.8395 0.0421 -1.2783 0.2664 -0.5836 0.3725 -0.46
H -0.4502 2.8557 -0.9136 0.5807 0.0111 0.3825 0.27
H 0.8123 1.7930 -1.8183 -0.1072 0.3955 0.1627 0.23
H 0.6108 -2.1879 0.9709 -0.0294 0.3864 0.0975 0.35
H 0.5351 -0.9350 2.2494 0.1008 -0.1888 -0.1880 0.28
H 1.8688 -0.9317 1.0639 -0.3777 -0.0901 0.1135 0.29
H -1.5893 -1.6764 -0.2880 0.1211 -0.1354 0.0416 0.33
```
Positions in Å, forces in eV/Å.

=====

Which value of energy above the lowest of the compared OMol25 structures with the same formula, charge and spin does entry 2 give? 23.0 kcal/mol